1.
The following is a quantum chemistry calculation of a 7-piece molecular cluster, C16H40F3N5O12S2 overall at a distorted geometry, from the OMol25 dataset.

Summary:
Largest force on an atom   4.87 eV/A
LUMO level   -5.5 eV
DFT total energy   -2905.66107 Ha
Total charge   +2
E_HOMO   -13.9 eV
Gap between HOMO and LUMO   8.36 eV

Each line ends with the Löwdin charge.
Geometry (Å):
1 S 3.09791 -5.77569 24.73179  0.238
2 O 3.26249 -7.22629 24.73619  -0.356
3 O 3.73912 -5.21559 23.55682  -0.344
4 O 1.70352 -5.45802 24.71482  -0.329
5 O 3.68362 -5.12591 25.91352  -0.331
6 C 6.24181 -7.46797 24.83113  0.021
7 C 6.18461 -8.10631 23.52703  -0.400
8 O 7.13026 -8.48696 22.96582  0.222
9 N 4.74766 -8.41305 22.98831  0.102
10 H 4.67517 -9.41796 22.91754  0.178
11 H 4.05984 -8.08643 23.65188  0.048
12 C 4.51690 -7.79715 21.62555  0.029
13 H 7.21059 -7.42623 25.32896  0.124
14 H 5.53098 -7.99788 25.46519  0.086
15 H 5.99077 -6.42836 24.62071  0.081
16 H 4.26025 -6.75027 21.78757  0.072
17 H 3.61062 -8.25874 21.23349  0.101
18 H 5.34547 -8.05417 20.96562  0.111
19 C -0.04735 -8.25345 24.20282  0.029
20 C -0.28040 -7.54581 22.87626  -0.313
21 O -0.61796 -8.11479 21.82982  0.140
22 N -0.11882 -5.99158 22.93335  0.110
23 H -0.94161 -5.41714 23.04802  0.181
24 H 0.41622 -5.85223 23.77859  0.049
25 C 0.66857 -5.56307 21.64603  0.047
26 H -0.48108 -9.25344 24.20235  0.108
27 H -0.32562 -7.69223 25.09484  0.103
28 H 1.02052 -8.44780 24.10294  0.079
29 H 1.11306 -4.66288 22.07052  0.072
30 H -0.00282 -5.37588 20.80799  0.112
31 H 1.50114 -6.20602 21.36047  0.092
32 C 2.06846 -9.02038 27.73069  0.010
33 C 2.38117 -7.60576 28.05185  -0.358
34 O 1.56005 -6.93382 28.69184  0.152
35 N 3.76724 -7.13650 27.73141  0.108
36 H 4.40327 -7.87096 27.45550  0.154
37 H 3.70734 -6.56990 26.89745  0.059
38 C 4.37122 -6.31699 28.92469  0.066
39 H 2.15445 -9.48021 26.74618  0.086
40 H 0.98411 -9.11571 27.78726  0.100
41 H 2.45415 -9.75602 28.43651  0.111
42 H 4.00676 -5.29008 28.95154  0.091
43 H 5.42954 -6.28427 28.66585  0.095
44 H 4.26617 -6.77157 29.90979  0.112
45 C 3.82025 -3.22282 20.54542  0.039
46 C 4.69855 -2.59693 21.63793  -0.409
47 O 4.62921 -1.44957 21.92920  0.190
48 N 5.42563 -3.45707 22.60511  0.136
49 H 5.34818 -2.82007 23.38507  0.106
50 H 4.87332 -4.28221 22.79010  0.064
51 C 6.95530 -3.67094 22.07227  0.091
52 H 4.32587 -3.95030 19.91042  0.086
53 H 3.35685 -2.60020 19.78011  0.104
54 H 3.08359 -3.81339 21.09009  0.056
55 H 7.16955 -4.49461 21.39126  0.090
56 H 7.45251 -4.03006 22.97333  0.079
57 H 7.48039 -2.75043 21.81722  0.110
58 C 2.76404 -1.86689 28.33593  0.047
59 C 1.61454 -2.39760 27.45326  -0.321
60 O 0.49049 -2.58098 27.80598  0.173
61 N 1.97863 -2.81175 26.01050  0.091
62 H 2.82447 -2.27848 25.86812  0.084
63 H 2.25894 -3.76375 25.82281  0.081
64 C 1.04850 -2.21121 24.96303  0.032
65 H 2.45157 -1.33404 29.23400  0.105
66 H 3.49365 -1.22540 27.84169  0.082
67 H 3.48419 -2.62429 28.64549  0.084
68 H 0.00129 -2.41197 25.18920  0.096
69 H 1.35200 -2.41210 23.93558  0.095
70 H 1.10304 -1.15682 25.23392  0.110
71 C 6.68767 -3.59241 26.71276  -0.573
72 F 5.96700 -3.79707 27.79416  0.120
73 F 8.02631 -3.57007 27.01340  0.110
74 F 6.55309 -4.67944 25.88283  0.050
75 S 6.13853 -1.89070 25.93315  0.401
76 O 6.91395 -1.80885 24.76411  -0.285
77 O 4.72823 -1.98188 25.66736  -0.334
78 O 6.55514 -0.96851 26.89769  -0.239

Cartesian forces (eV/Å) of the 2 atoms listed first:
S 1.6720 1.2018 0.2350
O -0.0174 -1.6119 0.6924

---

2.
The following is a quantum chemistry calculation of a 9-piece molecular cluster, C30H57NO11 overall at a distorted geometry, from the OMol25 dataset.

Summary:
Largest force on an atom   10.59 eV/A
LUMO level   -2.4 eV
DFT total energy   -2059.06040 Ha
Energy above the lowest of the compared OMol25 structures with the same formula, charge and spin   17.6 kcal per mole
E_HOMO   -9.5 eV
Gap between HOMO and LUMO   7.06 eV

Each line ends with the Löwdin charge.
Geometry (Å):
1 C -0.62611 -1.63552 -1.74749  0.049
2 C -0.55411 -0.85752 -0.46249  -0.236
3 O -1.28711 -1.06852 0.53951  0.071
4 N 0.49589 0.32448 -0.33149  0.130
5 H 1.21289 -0.04452 0.05651  0.011
6 H 0.96289 0.68748 -1.17549  -0.001
7 C -0.08411 1.43748 0.49951  0.042
8 H -0.16911 -2.59052 -1.73849  0.087
9 H 0.22289 -1.34652 -2.42149  0.088
10 H -1.50811 -1.30752 -2.07849  0.053
11 H -0.07411 1.33848 1.48851  0.038
12 H -1.02711 1.85148 0.09651  0.096
13 H 0.54589 2.22648 0.22851  0.072
14 O 1.81989 0.83348 -2.26849  -0.310
15 H 1.47689 0.43548 -3.07749  -0.023
16 C -4.55111 2.30248 -0.04849  -0.021
17 C -3.86011 2.65648 -1.36249  -0.423
18 C -3.00311 3.94448 -1.14149  -0.026
19 O -3.01411 1.49548 -1.56449  -0.139
20 H -5.12611 1.38448 -0.12049  0.088
21 H -5.13111 2.95448 0.32651  0.005
22 H -3.70411 2.04048 0.55651  0.080
23 H -4.26211 3.01348 -2.28549  0.109
24 H -2.66211 4.06348 -2.08349  0.030
25 H -2.46311 3.88148 -0.21149  0.089
26 H -3.65111 4.68048 -0.96949  0.036
27 H -2.25911 1.66948 -2.31349  0.093
28 C 2.11489 -0.79352 3.07851  -0.018
29 C 2.90489 -1.25852 1.79351  -0.498
30 C 2.46989 -2.61052 1.43551  -0.088
31 O 2.82789 -0.24452 0.90151  -0.025
32 H 2.27389 0.08948 3.39251  -0.020
33 H 2.24789 -1.39052 4.08951  0.133
34 H 1.03189 -0.74052 2.79151  0.074
35 H 4.02389 -1.49052 2.06951  0.169
36 H 1.39989 -2.82952 1.41051  0.045
37 H 2.68289 -3.46752 2.17151  0.118
38 H 2.86189 -3.03052 0.50851  0.071
39 H 3.43489 -0.16652 0.20351  0.058
40 C 4.27689 4.67748 -0.45649  -0.058
41 C 4.10789 3.10748 -0.57249  -0.558
42 C 4.65589 2.30048 0.61651  -0.050
43 O 2.80189 2.91848 -0.82349  -0.053
44 H 5.41389 4.75348 -0.33349  0.086
45 H 3.55789 4.92248 0.37551  0.088
46 H 4.08789 5.28948 -1.38349  0.077
47 H 4.74489 2.86248 -1.46249  0.138
48 H 5.67489 2.52748 0.91551  0.071
49 H 4.89789 1.25448 0.43051  0.052
50 H 3.76689 2.32148 1.34051  0.112
51 H 2.47189 2.24948 -1.41649  0.025
52 C -2.35611 1.97748 -4.71849  -0.066
53 C -0.86911 2.20048 -4.40549  -0.454
54 C -0.44111 3.73448 -4.58649  -0.039
55 O -0.61611 1.95648 -3.01049  -0.129
56 H -2.83211 0.90048 -4.34149  0.137
57 H -2.62511 2.01148 -5.79849  0.077
58 H -3.04911 2.68848 -4.14749  0.079
59 H -0.18611 1.90948 -5.16449  0.110
60 H -0.56311 3.92648 -5.76749  0.130
61 H 0.48589 4.10948 -4.22649  0.067
62 H -1.09311 4.38248 -4.21249  -0.001
63 H 0.38889 1.76348 -3.27049  0.123
64 C 4.85389 -3.12452 -3.01449  -0.028
65 C 3.99189 -1.80852 -3.26749  -0.386
66 C 2.88489 -1.89252 -4.33949  -0.017
67 O 3.40789 -1.37252 -2.01449  -0.073
68 H 5.79989 -3.09952 -2.49649  0.062
69 H 5.05089 -3.41852 -3.99549  0.043
70 H 4.27189 -3.74952 -2.28549  0.090
71 H 4.73089 -1.04552 -3.54949  0.134
72 H 2.48089 -0.99152 -4.56149  0.039
73 H 2.03489 -2.40152 -4.09249  0.056
74 H 3.40189 -2.24852 -5.10549  0.036
75 H 2.96389 -0.60052 -2.21349  -0.040
76 C -2.26211 -5.36952 1.83951  0.063
77 C -1.40211 -4.08052 1.83051  0.133
78 C -1.21811 -3.51052 3.28651  -0.356
79 O -0.36911 -2.67052 3.64751  0.061
80 C -2.10911 -4.01052 4.36351  0.085
81 C -2.88011 -5.21852 4.13751  0.023
82 C -2.87911 -5.91152 2.97851  -0.511
83 O -3.64811 -6.88852 2.88351  0.100
84 H -2.22511 -5.99952 0.99251  0.092
85 H -0.88511 -3.72452 0.89151  0.097
86 H -2.21611 -3.38252 5.09551  0.047
87 H -3.39111 -5.73252 4.98551  0.142
88 C -3.41111 -0.77652 3.70651  0.021
89 C -4.60911 -1.37752 4.33051  0.079
90 C -5.00111 -0.81752 5.67451  -0.449
91 O -6.00711 -1.24552 6.24451  0.092
92 C -4.09411 -0.01252 6.37051  0.047
93 C -2.91311 0.47548 5.64551  0.053
94 C -2.59011 0.18948 4.30851  -0.471
95 O -1.55411 0.70048 3.81551  0.090
96 H -2.99611 -1.42852 2.66351  0.187
97 H -5.18011 -2.20352 3.84851  0.124
98 H -4.39611 0.28648 7.37251  0.123
99 H -2.33311 1.27848 6.20751  0.143

Cartesian forces (eV/Å) of the 2 atoms listed first:
C 5.6303 1.5309 0.9210
C -0.9681 0.0538 4.1778

---

3.
The following is a quantum chemistry calculation of a 2-piece molecular cluster, C5H12O2 overall at a distorted geometry, from the OMol25 dataset.

Summary:
Largest force on an atom   3.66 eV/A
LUMO level   0.4 eV
DFT total energy   -348.16890 Ha
SMILES   CCC(=O)CC.O
Energy above the lowest of the compared OMol25 structures with the same formula, charge and spin   22.5 kcal per mole
E_HOMO   -9.8 eV
Gap between HOMO and LUMO   10.18 eV

Each line ends with the natural charge from an NBO analysis.
Geometry (Å):
1 C 0.00000 0.00000 0.00000  -0.600
2 C -0.32906 -1.28231 0.80711  -0.513
3 C 0.51192 -1.50297 2.05989  0.597
4 O 1.10389 -0.54645 2.61505  -0.546
5 C 0.71437 -2.98874 2.42591  -0.514
6 C 1.17296 -3.16484 3.88143  -0.605
7 H -0.42954 0.88062 0.50657  0.215
8 H -0.41317 -0.05472 -1.02123  0.211
9 H 1.09285 0.13225 -0.06925  0.214
10 H -1.41400 -1.19099 1.00714  0.236
11 H -0.18324 -2.14538 0.12940  0.209
12 H -0.23744 -3.53297 2.27323  0.216
13 H 1.49424 -3.50089 1.83013  0.238
14 H 0.68826 -2.43978 4.55668  0.219
15 H 2.26538 -3.09677 4.01781  0.216
16 H 0.84596 -4.18014 4.16222  0.205
17 O -1.51249 -4.93077 -2.95312  -0.939
18 H -1.77626 -5.87144 -2.83552  0.471
19 H -0.95631 -4.72898 -2.16686  0.468

Cartesian forces (eV/Å) of the 2 atoms listed first:
C 0.3340 0.0595 0.4274
C -0.2856 0.5976 -0.9859